(1)
The following is a DFT calculation (ωB97M-V/def2-TZVPD) of 7 unconnected molecules or ions with the total composition C6H22O7.

Output
- SMILES string = C=C(C)/C=C/CO.O.O.O.O.O.O
- LUMO energy (eV) = 0.13

The geometry in ORCA input format:
```
! RIJCOSX wB97M-V def2-TZVPD def2/J DEFGRID3
* xyz 0 1
C 2.10 -0.45 -2.59
C 0.84 -0.10 -2.22
C 0.13 1.06 -2.70
C 0.19 -0.92 -1.17
C 0.30 -2.31 -1.05
C -0.32 -3.16 0.06
O -1.49 -2.55 0.53
H 2.68 0.25 -3.20
H 2.59 -1.28 -2.29
H -0.89 0.99 -2.99
H 0.65 1.49 -3.66
H 0.31 1.89 -1.85
H -0.32 -0.35 -0.45
H 0.80 -2.94 -1.72
H 0.44 -3.34 1.01
H -0.41 -4.22 -0.17
H -1.47 -2.23 1.34
O 1.10 1.95 0.15
H 1.18 2.86 0.60
H 0.90 1.25 0.85
O 2.76 2.91 -1.92
H 3.09 2.33 -1.15
H 2.07 2.20 -2.21
O -0.98 -1.43 3.22
H -1.25 -2.20 3.54
H -1.77 -0.90 3.00
O -3.04 0.56 -0.01
H -3.96 0.47 -0.22
H -2.65 -0.30 -0.23
O 0.94 0.54 3.38
H 0.49 -0.32 3.37
H 1.27 0.76 4.24
O -1.67 2.24 1.83
H -2.10 1.84 0.95
H -2.04 3.18 1.74
*
```

For each atom in turn, the natural (NBO) charge in e is:
1 C -0.39
2 C -0.02
3 C -0.69
4 C -0.20
5 C -0.20
6 C -0.09
7 O -0.74
8 H 0.19
9 H 0.19
10 H 0.23
11 H 0.22
12 H 0.27
13 H 0.19
14 H 0.20
15 H 0.16
16 H 0.18
17 H 0.47
18 O -0.99
19 H 0.50
20 H 0.50
21 O -0.95
22 H 0.48
23 H 0.47
24 O -0.95
25 H 0.47
26 H 0.50
27 O -0.96
28 H 0.48
29 H 0.50
30 O -0.98
31 H 0.49
32 H 0.47
33 O -0.97
34 H 0.50
35 H 0.46



(2)
The following is a DFT calculation (ωB97M-V/def2-TZVPD) of a molecular structure, C8H15F3O6S2.

Output
- LUMO energy (eV) = 0.34

The geometry in ORCA input format:
```
! RIJCOSX wB97M-V def2-TZVPD def2/J DEFGRID3
* xyz 0 1
O -1.37 -3.65 0.31
S -0.48 -2.93 1.16
O -0.25 -3.44 2.46
O 0.89 -2.62 0.43
C 0.92 -1.27 -0.11
C -0.51 -0.83 0.01
C -0.87 0.61 -0.22
C -2.22 1.03 0.34
O -3.34 0.66 -0.44
C -3.70 -0.69 -0.33
C -5.18 -0.84 -0.69
F -5.73 -1.88 0.00
F -5.33 -1.12 -2.01
F -5.89 0.27 -0.43
O -0.98 -1.40 1.24
H 1.69 -0.66 0.34
H 1.13 -1.38 -1.17
H -1.03 -1.39 -0.77
H -0.84 0.85 -1.28
H -0.13 1.24 0.27
H -2.33 0.73 1.38
H -2.23 2.12 0.35
H -3.16 -1.27 -1.07
H -3.56 -1.10 0.66
C 4.29 3.12 -0.60
S 4.19 1.35 -0.89
O 2.75 0.98 -0.77
C 4.97 0.85 0.64
H 3.80 3.62 -1.43
H 3.78 3.37 0.33
H 5.33 3.42 -0.55
H 4.42 1.26 1.49
H 6.00 1.22 0.66
H 4.97 -0.23 0.69
*
```

For each atom in turn, the natural (NBO) charge in e is:
1 O -0.92
2 S 2.56
3 O -0.89
4 O -0.70
5 C -0.08
6 C 0.04
7 C -0.45
8 C -0.06
9 O -0.51
10 C -0.16
11 C 0.96
12 F -0.33
13 F -0.33
14 F -0.31
15 O -0.69
16 H 0.23
17 H 0.21
18 H 0.19
19 H 0.24
20 H 0.22
21 H 0.18
22 H 0.20
23 H 0.20
24 H 0.21
25 C -0.83
26 S 1.26
27 O -1.01
28 C -0.83
29 H 0.24
30 H 0.23
31 H 0.23
32 H 0.23
33 H 0.23
34 H 0.24



no.,total energy (eV)
1,-20907.889
2,-50645.546